Formula: C50H49As2IKN4O2S
Source: the OMol25 dataset
Level of theory: ωB97M-V/def2-TZVPD

Each line ends with the Löwdin charge.
Element x y z (Å)
K1 0.52559 -1.26870 -1.14041  0.73
C1 2.22201 0.80486 1.57448  -0.43
C2 0.78055 0.32299 1.56800  -0.47
As1 -0.12438 0.39759 3.33420  1.33
C3 0.17757 2.27462 3.79824  -0.41
C4 -0.96009 3.07577 3.81296  -0.14
C5 -0.87344 4.43170 4.10200  -0.11
C6 0.35687 5.00113 4.38021  -0.11
C7 1.49748 4.21252 4.37441  -0.09
C8 1.40713 2.85992 4.08924  -0.12
C9 1.27754 -0.44136 4.40667  -0.41
C10 1.57548 0.02869 5.68251  -0.13
C11 2.51035 -0.62081 6.47545  -0.10
C12 3.15141 -1.75548 6.00593  -0.10
C13 2.84079 -2.24693 4.74697  -0.07
C14 1.90509 -1.59764 3.95505  -0.11
As2 3.20106 0.61184 -0.14198  1.34
C15 3.07776 2.46150 -0.75025  -0.40
C16 3.48156 3.53434 0.03742  -0.12
C17 3.32790 4.83024 -0.42154  -0.11
C18 2.77441 5.06228 -1.67428  -0.11
C19 2.38440 3.99748 -2.46373  -0.09
C20 2.53850 2.69391 -2.00485  -0.12
C21 5.03987 0.70246 0.53506  -0.39
C22 6.05031 0.73250 -0.42323  -0.12
C23 7.38137 0.82912 -0.05415  -0.10
C24 7.72835 0.88764 1.28708  -0.11
C25 6.73563 0.84523 2.24941  -0.09
C26 5.40020 0.75525 1.87798  -0.11
H1 2.77301 0.20741 2.30273  0.03
H2 2.28622 1.85560 1.87075  0.04
H3 0.71560 -0.72465 1.27466  0.01
H4 0.15921 0.89479 0.87812  0.00
H5 -1.92872 2.63918 3.59295  0.09
H6 -1.77133 5.03685 4.10735  0.10
H7 0.42948 6.05820 4.60318  0.10
H8 2.46353 4.64940 4.59525  0.10
H9 2.30110 2.25001 4.10981  0.10
H10 1.08250 0.91373 6.06924  0.10
H11 2.73478 -0.23541 7.46247  0.10
H12 3.88472 -2.26170 6.62050  0.10
H13 3.31291 -3.14121 4.36351  0.09
H14 1.67888 -2.02239 2.98172  0.09
H15 3.92172 3.35992 1.01416  0.10
H16 3.63846 5.66115 0.19976  0.10
H17 2.65286 6.07838 -2.02760  0.10
H18 1.94885 4.16622 -3.44027  0.10
H19 2.22241 1.85711 -2.61256  0.07
H20 5.80024 0.68176 -1.47944  0.10
H21 8.14909 0.85375 -0.81698  0.10
H22 8.76778 0.96281 1.57861  0.10
H23 6.99237 0.88318 3.30044  0.10
H24 4.65270 0.72300 2.65816  0.09
C27 1.64343 -0.63566 -5.76850  -0.03
N1 0.53887 -0.10655 -4.99823  -0.07
C28 -0.60013 0.32116 -5.61352  -0.08
C29 -1.63908 0.77219 -4.90683  0.00
C30 -1.55223 0.78049 -3.44457  -0.53
O1 -2.52450 1.11072 -2.75665  -0.03
N2 -0.36976 0.42671 -2.86442  0.09
C31 0.66472 -0.02872 -3.61286  -0.59
O2 1.75101 -0.39414 -3.12639  -0.15
H25 1.26550 -0.95636 -6.73890  0.08
H26 2.07972 -1.48658 -5.24889  0.09
H27 2.42776 0.11178 -5.91263  0.09
H28 -0.60148 0.26739 -6.69610  0.12
H29 -2.54415 1.10612 -5.38849  0.10
C32 -0.04131 5.26959 0.76669  -0.41
S1 -0.22348 3.59420 0.16328  0.79
C33 -1.59035 3.82066 -0.96752  -0.40
H30 0.21431 5.95476 -0.04329  0.03
H31 0.77531 5.27042 1.48669  0.02
H32 -0.93437 5.63130 1.27863  0.03
H33 -2.49271 4.15842 -0.45474  0.03
H34 -1.80588 2.86668 -1.45054  0.00
H35 -1.33719 4.54308 -1.74479  0.04
I1 -5.90150 -2.67908 0.01421  0.88
C34 -4.54925 -1.13655 0.28122  -0.72
C35 -4.93027 0.18876 0.13282  -0.14
C36 -3.97305 1.16270 0.34267  -0.06
C37 -2.68854 0.77157 0.69036  -0.16
N3 -2.31613 -0.49363 0.81959  0.08
C38 -3.23430 -1.42724 0.61384  -0.21
H36 -5.94592 0.44079 -0.14130  0.09
H37 -4.20084 2.21247 0.22959  0.10
H38 -1.93370 1.53087 0.86320  0.05
H39 -2.91439 -2.45668 0.71297  0.09
C39 3.43971 -4.92815 2.27859  -0.16
C40 2.21291 -5.56722 2.31434  -0.12
C41 1.15341 -5.16922 1.51508  -0.05
C42 1.27771 -4.08907 0.61598  -0.31
C43 2.53749 -3.41376 0.63738  -0.07
C44 3.58051 -3.82849 1.43157  -0.13
N4 0.32153 -3.57954 -0.20454  -0.06
C45 -0.77674 -4.20260 -0.72133  -0.30
C46 -1.07907 -5.58065 -0.67366  -0.05
C47 -2.21050 -6.09642 -1.28758  -0.13
C48 -3.10042 -5.29972 -1.98020  -0.15
C49 -2.81793 -3.93744 -2.07432  -0.14
C50 -1.69812 -3.40459 -1.48119  -0.09
H40 4.26185 -5.26543 2.89660  0.08
H41 2.06616 -6.40478 2.98778  0.09
H42 0.20633 -5.67720 1.62094  0.09
H43 2.69591 -2.55674 -0.01551  0.06
H44 4.51948 -3.28547 1.39396  0.10
H45 -0.40122 -6.25961 -0.18015  0.08
H46 -2.38883 -7.16519 -1.21378  0.09
H47 -3.98600 -5.71921 -2.43794  0.08
H48 -3.47889 -3.27474 -2.62361  0.10
H49 -1.54172 -2.33238 -1.59206  0.05

Cartesian forces (eV/Å) of the 6 atoms listed first:
0.1 0.3 0.5
0.2 0.1 0.1
0.2 0.1 0.0
-0.1 -0.2 -0.1
-0.1 0.0 -0.1
0.0 0.1 0.0

Properties
Charge   -1
HOMO-LUMO gap   5.73 eV
Energy   -219641.9637 eV